<one>
Molecular formula: C5H14
Method: DFT, the ωB97M-V functional and the def2-TZVPD basis

Computed properties:
M (g/mol): 74.17
Gap between HOMO and LUMO (eV): 12.33
SMILES string: CCC.CC

```
19
Properties=species:S:1:pos:R:3:lowdin_charge:R:1
C 0.7277 2.1947 1.9589 -0.1274
C 0.2928 0.7444 2.1204 -0.3134
C 0.8223 -0.1787 1.0054 -0.1135
H 0.5707 2.4630 0.9157 0.0648
H 0.1272 2.8965 2.5262 0.0632
H 1.7948 2.2783 2.1739 0.0733
H 0.4799 0.3454 3.1210 0.0961
H -0.8011 0.6929 2.0847 0.0924
H 1.2737 0.3371 0.1571 0.0647
H 1.5253 -0.9048 1.3874 0.0623
H 0.0073 -0.7826 0.5940 0.0455
C -1.4124 -1.6831 -1.9312 -0.1621
C -0.2661 -0.8858 -2.5943 -0.1618
H -1.1116 -1.9636 -0.9261 0.0363
H -2.3036 -1.0701 -1.7731 0.0613
H -1.6613 -2.5610 -2.5265 0.0590
H 0.6064 -0.8901 -1.9553 0.0402
H -0.5502 0.1667 -2.7087 0.0601
H -0.1219 -1.1992 -3.6294 0.0592
```

<two>
Molecular formula: C5H14
Method: DFT, the ωB97M-V functional and the def2-TZVPD basis

Computed properties:
M (g/mol): 74.17
Gap between HOMO and LUMO (eV): 12.05
SMILES string: CCC.CC

```
19
Properties=species:S:1:pos:R:3:lowdin_charge:R:1
C -1.9452 0.6498 1.2914 -0.1172
C -1.3075 -0.7235 1.2948 -0.2699
C -1.4281 -1.2805 -0.1692 -0.1161
H -2.7228 0.7993 0.6965 0.0234
H -1.2618 1.4777 1.1430 0.0760
H -2.2307 0.8232 2.2883 0.0528
H -0.2055 -0.8635 1.6611 0.1265
H -1.8066 -1.4840 1.9184 0.0881
H -1.9162 -2.2984 -0.2003 0.0895
H -1.8212 -0.6818 -0.8539 0.0065
H -0.4635 -1.4778 -0.5715 0.0369
C 2.5203 0.4585 -0.4353 -0.1877
C 1.7504 0.7239 -1.6970 -0.1809
H 2.0376 1.0993 0.2628 0.0455
H 2.6637 -0.6658 -0.1994 0.1018
H 3.5198 0.8359 -0.4585 0.0432
H 2.0852 0.1523 -2.4860 0.0269
H 1.8556 1.8423 -1.9984 0.1029
H 0.6767 0.6132 -1.4870 0.0520
```

If we sort the structures by their calculated energies, the order from most to least stable is <one>, <two>.